(1)
C4H5NO | ωB97M-V/def2-TZVPD

CARTESIAN COORDINATES (ANGSTROEM)
C  1.30696  2.06992  0.03964
C  0.49337  0.85893  0.13623
C  -0.20201  -0.12469  0.20881
C  -1.18874  -1.19897  0.35585
N  -0.97056  -2.29363  -0.42548
O  -2.14084  -1.10061  1.10774
H  1.01215  2.65061  -0.84062
H  2.37120  1.83010  -0.04807
H  1.16592  2.70111  0.92281
H  -1.67123  -3.01939  -0.41709
H  -0.17622  -2.37337  -1.03981

Computed properties:
Total charge ... 0
Lowest unoccupied orbital energy ... 0.0311 Eh
SMILES ... CC#CC(N)=O
Energy ... -285.372057 a.u.
2S+1 ... 1
Relative energy (zero: lowest compared OMol25 entry of this formula, charge and spin) ... 1.157 eV
E_HOMO ... -9.903 eV

Atom charges from the Mulliken analysis, given in e for atoms 1 to 4: C -1.238; C 1.279; C -0.363; C -0.054

(2)
C12H12N2O5S3V | ωB97M-V/def2-TZVPD

CARTESIAN COORDINATES (ANGSTROEM)
V  -0.79438  0.57080  0.67240
S  0.56857  -1.13331  1.51527
C  -0.46193  -2.53801  1.56557
C  0.07091  -3.80119  1.84814
C  -0.70612  -4.94932  1.82820
C  -0.09512  -6.22988  2.12564
N  0.40348  -7.23728  2.37463
C  -2.07042  -4.84965  1.53209
C  -2.62570  -3.60060  1.30590
C  -1.85508  -2.43071  1.31623
S  -2.59113  -0.87714  1.03243
C  -2.90216  -6.03318  1.42321
N  -3.56128  -6.97231  1.32901
H  1.12652  -3.88038  2.07582
H  -3.68620  -3.52271  1.10003
O  -1.56951  1.94036  -0.51504
S  -0.63032  3.05280  0.02290
O  0.22506  3.54933  -1.03764
O  0.19501  2.21067  1.03113
O  -1.38085  4.08035  0.70551
C  2.84969  0.18799  -1.41635
C  1.67976  0.66482  -2.24447
O  0.63913  -0.29157  -2.13889
C  -0.42266  -0.01800  -3.03091
C  -1.46619  -1.10181  -2.88355
H  3.64555  0.93725  -1.42572
H  3.24221  -0.75594  -1.80283
H  2.53224  0.02369  -0.38699
H  1.96994  0.76107  -3.30392
H  1.32744  1.64058  -1.89732
H  -0.03069  0.00049  -4.06128
H  -0.85057  0.96482  -2.80480
H  -1.05916  -2.07274  -3.17551
H  -2.33491  -0.87741  -3.50805
H  -1.80258  -1.17024  -1.84842

Computed properties:
Total charge ... -2
Lowest unoccupied orbital energy (spin up / spin down) ... 0.1867 / 0.1866 Eh
Energy ... -3088.899836 a.u.
2S+1 ... 2
Relative energy (zero: lowest compared OMol25 entry of this formula, charge and spin) ... 0.200 eV
E_HOMO (spin up / spin down) ... -0.898 / -0.320 eV

Atom charges from the Mulliken analysis, given in e for atoms 1 to 4: V 0.783; S -0.496; C 0.309; C -0.862

(3)
C5H10ClNO2 | ωB97M-V/def2-TZVPD

CARTESIAN COORDINATES (ANGSTROEM)
C  1.89802  -1.05856  -0.16322
C  0.74395  -0.72149  0.76870
C  -0.58886  -0.53638  0.09728
Cl  -1.04717  -2.06986  -0.70837
C  -0.52121  0.70622  -1.13163
N  -0.24181  1.95635  -0.43146
C  -1.70858  -0.24501  1.08588
O  -2.28064  -1.14784  1.63977
O  -1.93700  1.03776  1.38032
H  1.48556  -1.84173  -0.94584
H  2.38858  -0.20455  -0.83357
H  2.72470  -1.26058  0.52518
H  0.62261  -1.58506  1.31580
H  0.99889  0.22649  1.22139
H  0.17476  0.19166  -1.81486
H  -1.52643  0.67815  -1.47835
H  -0.49852  2.64171  -1.05690
H  0.69545  1.76846  -0.18179
H  -1.38230  1.46425  0.71166

Computed properties:
Total charge ... 0
Lowest unoccupied orbital energy ... 0.0175 Eh
SMILES ... CC[C@](Cl)(CN)C(=O)O
Energy ... -861.903467 a.u.
2S+1 ... 1
Relative energy (zero: lowest compared OMol25 entry of this formula, charge and spin) ... 1.358 eV
E_HOMO ... -10.060 eV

Atom charges from the Mulliken analysis, given in e for atoms 1 to 4: C -1.098; C -0.691; C 0.631; Cl -0.122

(4)
C43H56BBrN7O3P2Sc | ωB97M-V/def2-TZVPD

CARTESIAN COORDINATES (ANGSTROEM)
Sc  0.26614  0.63777  0.43244
C  -0.02368  -1.63956  -3.58107
C  0.67166  -0.30181  -3.87906
C  0.33706  0.11096  -5.31153
P  0.26629  0.90181  -2.44467
C  0.82374  2.48321  -3.27744
C  0.22764  3.77212  -2.71897
C  2.35214  2.50365  -3.16560
C  -1.53852  0.77711  -2.60752
C  -2.21229  1.36021  -3.67488
C  -3.49166  0.97809  -4.05102
C  -4.21920  1.65227  -5.18433
C  -4.04660  -0.09534  -3.36149
C  -3.42495  -0.63298  -2.25200
C  -2.20114  -0.13780  -1.74825
N  -1.62971  -0.57634  -0.56215
C  -2.44879  -1.09215  0.42807
C  -3.83132  -0.82817  0.56047
C  -4.58546  -1.32547  1.60066
C  -4.02133  -2.13063  2.58256
C  -4.81938  -2.65957  3.74696
C  -2.65913  -2.36917  2.49438
C  -1.87022  -1.86940  1.46236
P  -0.05695  -2.06534  1.36543
C  -0.03358  -3.53087  0.18226
C  -0.86811  -4.72859  0.62765
C  1.37550  -3.98240  -0.22049
C  0.30457  -2.83316  3.03607
C  0.05408  -1.79980  4.14904
C  1.71719  -3.40135  3.17843
H  0.47856  -2.47011  -4.09007
H  -0.06349  -1.84981  -2.50754
H  -1.05420  -1.60640  -3.93703
H  1.75545  -0.44219  -3.83136
H  -0.71299  0.38821  -5.39400
H  0.95972  0.92730  -5.67711
H  0.50682  -0.74056  -5.97911
H  0.54262  2.42384  -4.32841
H  0.66562  4.02712  -1.75578
H  0.43444  4.59776  -3.40664
H  -0.85086  3.69734  -2.58080
H  2.64910  2.47014  -2.11396
H  2.80714  1.64534  -3.67093
H  2.76071  3.41490  -3.60865
H  -1.71865  2.14655  -4.23580
H  -3.56870  2.36401  -5.69369
H  -4.57219  0.92403  -5.91888
H  -5.09153  2.20079  -4.82034
H  -4.99570  -0.50736  -3.69128
H  -3.89562  -1.46588  -1.74786
H  -4.30292  -0.15401  -0.13938
H  -5.63724  -1.06446  1.66271
H  -5.88469  -2.47327  3.60954
H  -4.67323  -3.73473  3.87321
H  -4.50745  -2.17247  4.67443
H  -2.21570  -2.97314  3.27594
H  -0.51370  -3.08409  -0.69526
H  -0.39418  -5.24205  1.46762
H  -1.87357  -4.42672  0.91699
H  -0.95029  -5.44849  -0.19156
H  1.74165  -4.75818  0.45335
H  1.37020  -4.40963  -1.22700
H  2.08659  -3.15586  -0.20039
H  -0.39131  -3.66668  3.14565
H  -0.75954  -1.11569  3.90659
H  -0.19213  -2.30418  5.08755
H  0.94845  -1.19757  4.31627
H  2.46342  -2.61101  3.11315
H  1.81594  -3.87404  4.15941
H  1.94174  -4.15379  2.42249
Br  4.19787  2.27041  0.65191
C  2.68341  3.39803  0.95482
C  2.94602  4.65753  1.41935
C  1.84822  5.55394  1.56129
C  0.60224  5.10416  1.17154
C  0.44494  3.81199  0.69223
N  1.49729  2.90250  0.60639
C  -0.85243  3.36390  0.13186
O  -1.81665  4.12659  0.09848
O  -0.81483  2.15042  -0.34129
H  3.95924  4.94565  1.65815
H  2.00079  6.56306  1.92016
H  -0.28179  5.72619  1.20569
B  0.51509  2.31678  4.05764
N  -0.85645  1.84775  3.53089
C  -2.01072  2.03580  4.18111
C  -3.05596  1.84250  3.29677
C  -2.42446  1.53709  2.09425
N  -1.10123  1.51844  2.24755
N  1.61713  1.33640  3.57249
C  2.72203  1.06728  4.27465
C  3.43243  0.07276  3.62649
C  2.65647  -0.20255  2.50615
N  1.56632  0.57025  2.47484
H  0.48853  2.26025  5.26327
H  0.75245  3.42992  3.65794
H  -2.01679  2.30268  5.22466
H  -4.11379  1.90313  3.48548
H  -2.86361  1.38380  1.12810
H  2.92516  1.58140  5.19872
H  4.36302  -0.38298  3.92020
H  2.80725  -0.93577  1.73629
O  2.10131  -0.54128  -0.39256
N  3.13859  -0.97097  -1.00061
C  3.00326  -1.73730  -2.10435
C  4.09560  -2.19107  -2.80043
C  5.38005  -1.90447  -2.35462
C  5.49669  -1.17379  -1.17943
C  4.37773  -0.71942  -0.52399
H  1.98681  -1.98548  -2.35861
H  3.93827  -2.78891  -3.68724
H  6.25344  -2.25498  -2.88431
H  6.46608  -0.94968  -0.75742
H  4.42272  -0.14422  0.38711

Computed properties:
Total charge ... -1
Lowest unoccupied orbital energy (spin up / spin down) ... 0.0652 / 0.0653 Eh
Energy ... -6323.649195 a.u.
2S+1 ... 2
Relative energy (zero: lowest compared OMol25 entry of this formula, charge and spin) ... 2.935 eV
E_HOMO (spin up / spin down) ... -1.486 / -4.061 eV

Atom charges from the Mulliken analysis, given in e for atoms 1 to 4: Sc -1.564; C -1.739; C 1.115; C -1.673

(5)
C6H10N2 | ωB97M-V/def2-TZVPD

CARTESIAN COORDINATES (ANGSTROEM)
C  1.23436  -1.67361  -0.69958
C  1.30781  -0.17518  -0.55793
N  2.25341  0.46021  0.31107
C  -0.08214  0.11576  -0.04648
C  -0.74346  1.55330  -0.04166
C  -1.98456  1.48294  0.47211
N  -2.27786  0.17268  0.94135
C  -1.10969  -0.61292  0.47654
H  1.98438  -2.23468  -1.51087
H  1.07603  -1.89261  0.35240
H  0.14861  -1.88572  -0.94420
H  1.59135  0.37548  -1.53203
H  2.33072  1.40569  0.31835
H  2.22813  0.01144  1.22836
H  -0.51573  2.45992  -0.56772
H  -2.62864  2.29830  0.37747
H  -3.28756  -0.10177  0.83017
H  -1.52517  -1.75921  0.59267

Computed properties:
Total charge ... 0
Lowest unoccupied orbital energy ... 0.0365 Eh
SMILES ... C[C@H](N)c1cc[nH]c1
Energy ... -344.011675 a.u.
2S+1 ... 1
Relative energy (zero: lowest compared OMol25 entry of this formula, charge and spin) ... 3.403 eV
E_HOMO ... -8.536 eV

Atom charges from the Mulliken analysis, given in e for atoms 1 to 4: C -1.216; C 0.327; N -0.528; C 0.437